Run one
Computed, not measured: the molecule C3H4N4O, with ωB97M-V/def2-TZVPD.

The geometry in XYZ format:
```
12
C3H4N4O (ωB97M-V/def2-TZVPD)
C -2.88 0.01 -0.21
C 0.40 -0.38 -0.08
C 2.59 -0.45 -0.08
H -3.10 -1.04 -0.21
H -3.70 0.80 -0.24
H 3.69 -0.66 -0.03
H 0.79 1.39 0.87
N -1.68 0.41 0.06
N -0.81 -0.73 0.17
N 1.49 -1.18 -0.05
N 0.91 0.97 -0.06
O 2.30 0.85 -0.13
```

Computed properties:
- SMILES = C=N/N=c1/nco[nH]1
- HOMO-LUMO gap (eV) = 8.89

natural (NBO) atomic charge list, values in e, 8 entries: number 1, C, carries -0.081; number 2, C, carries 0.485; number 3, C, carries 0.405; number 4, H, carries 0.178; number 5, H, carries 0.187; number 6, H, carries 0.226; number 7, H, carries 0.388; number 8, N, carries -0.289

Run two
Computed, not measured: the molecule C3H4N4O, with ωB97M-V/def2-TZVPD.

The geometry in XYZ format:
```
12
C3H4N4O (ωB97M-V/def2-TZVPD)
C -1.06 -0.35 -0.03
C -0.24 1.70 0.05
C 1.31 -0.22 -0.02
H -1.91 -1.93 -0.36
H -0.36 2.85 0.08
H 1.62 1.89 0.05
H 2.19 -1.87 0.59
N -1.34 1.01 0.29
N 1.05 1.07 -0.34
N 2.36 -0.93 0.04
N 0.19 -1.01 0.12
O -2.17 -1.08 -0.13
```

Computed properties:
- SMILES = [H]/N=c1\nc(O)nc[nH]1
- HOMO-LUMO gap (eV) = 8.46

natural (NBO) atomic charge list, values in e, 8 entries: number 1, C, carries 0.677; number 2, C, carries 0.301; number 3, C, carries 0.501; number 4, H, carries 0.497; number 5, H, carries 0.224; number 6, H, carries 0.419; number 7, H, carries 0.376; number 8, N, carries -0.485

Run three
Computed, not measured: the molecule C3H4N4O, with ωB97M-V/def2-TZVPD.

The geometry in XYZ format:
```
12
C3H4N4O (ωB97M-V/def2-TZVPD)
C 1.21 -0.35 0.02
C -0.16 1.65 0.00
C -1.35 -0.31 0.01
H 3.06 -0.45 -0.14
H 2.02 1.48 -0.12
H 0.05 2.65 0.11
H 0.12 -1.97 0.55
N 2.26 -1.03 -0.38
N 1.13 0.95 0.26
N -1.22 1.00 -0.24
N 0.04 -0.95 0.42
O -2.37 -0.93 -0.12
```

Computed properties:
- SMILES = [H]/N=c1\[nH]cnc(=O)[nH]1
- HOMO-LUMO gap (eV) = 9.16

natural (NBO) atomic charge list, values in e, 8 entries: number 1, C, carries 0.557; number 2, C, carries 0.375; number 3, C, carries 0.796; number 4, H, carries 0.327; number 5, H, carries 0.408; number 6, H, carries 0.194; number 7, H, carries 0.428; number 8, N, carries -0.741

Run four
Computed, not measured: the molecule C3H4N4O, with ωB97M-V/def2-TZVPD.

The geometry in XYZ format:
```
12
C3H4N4O (ωB97M-V/def2-TZVPD)
C -0.15 0.33 -0.19
C 1.70 -0.71 -0.15
C -0.27 -0.70 0.87
H -1.50 2.67 -1.55
H 2.69 -1.12 -0.45
H 1.23 -2.15 1.32
H -2.06 -0.61 1.47
N -1.13 1.09 -0.52
N 1.04 0.20 -0.82
N 1.03 -1.26 0.89
N -1.19 -1.14 1.66
O -0.78 1.93 -1.56
```

Computed properties:
- SMILES = [H]/N=C1/NC=N/C1=N\O
- HOMO-LUMO gap (eV) = 8.51

natural (NBO) atomic charge list, values in e, 8 entries: number 1, C, carries 0.207; number 2, C, carries 0.306; number 3, C, carries 0.367; number 4, H, carries 0.481; number 5, H, carries 0.205; number 6, H, carries 0.428; number 7, H, carries 0.358; number 8, N, carries -0.096

The least stable of them is run one.

Run one
Computed, not measured: a structure of composition C3H4N4O, with ωB97M-V/def2-TZVPD.

The geometry in XYZ format:
```
12
C3H4N4O (ωB97M-V/def2-TZVPD)
C 1.45 -0.15 -0.17
C 1.88 1.13 -0.39
C 0.08 0.00 -0.02
N 0.81 1.99 -0.31
N -2.31 -1.04 0.76
N -0.26 1.26 -0.15
N -1.24 -1.39 0.08
O -3.27 -1.79 0.79
H 1.87 -1.15 0.13
H 2.87 1.42 -0.35
H -1.09 1.79 0.04
H -0.80 -2.06 -0.43
```

Computed properties:
- HOMO-LUMO gap (eV) = 10.12

natural (NBO) atomic charge list, values in e, 8 entries: number 1, C, carries -0.397; number 2, C, carries -0.064; number 3, C, carries 0.340; number 4, N, carries -0.245; number 5, N, carries 0.208; number 6, N, carries -0.352; number 7, N, carries -0.407; number 8, O, carries -0.377

Run two
Computed, not measured: a structure of composition C3H4N4O, with ωB97M-V/def2-TZVPD.

The geometry in XYZ format:
```
12
C3H4N4O (ωB97M-V/def2-TZVPD)
C 1.01 -1.18 -0.73
C -1.23 1.56 -0.41
C -0.20 -0.41 1.28
H 1.68 -0.57 -1.73
H 1.85 -1.21 0.12
H 0.76 -2.25 -1.44
H -1.35 2.66 -0.88
N -0.07 -0.47 -0.13
N -0.36 0.76 -0.92
N -1.56 1.62 1.09
N -1.02 0.71 1.76
O 0.50 -1.23 1.99
```

Computed properties:
- HOMO-LUMO gap (eV) = 8.38

natural (NBO) atomic charge list, values in e, 8 entries: number 1, C, carries -0.462; number 2, C, carries 0.108; number 3, C, carries 0.693; number 4, H, carries 0.236; number 5, H, carries 0.256; number 6, H, carries 0.240; number 7, H, carries 0.223; number 8, N, carries -0.305

Run three
Computed, not measured: the molecule C3H4N4O, with ωB97M-V/def2-TZVPD.

The geometry in XYZ format:
```
12
C3H4N4O (ωB97M-V/def2-TZVPD)
C 0.37 1.05 -0.40
C 1.63 -0.53 0.51
C -0.57 -0.99 0.27
H -0.75 2.44 -1.17
H 2.73 -0.75 0.75
H -1.74 -2.20 1.11
H -1.57 0.50 -0.79
N 1.41 0.78 0.18
N 0.64 -1.26 0.84
N -1.81 -1.46 0.19
N -0.65 0.21 -0.39
O 0.32 2.21 -1.10
```

Computed properties:
- SMILES = [H]/N=c1\ncnc(O)[nH]1
- HOMO-LUMO gap (eV) = 8.97

natural (NBO) atomic charge list, values in e, 8 entries: number 1, C, carries 0.737; number 2, C, carries 0.350; number 3, C, carries 0.532; number 4, H, carries 0.473; number 5, H, carries 0.202; number 6, H, carries 0.330; number 7, H, carries 0.426; number 8, N, carries -0.583

The least stable of them is run one.

Run one
Computed, not measured: a structure of composition C4H13N3, with ωB97M-V/def2-TZVPD.

The geometry in XYZ format:
```
20
C4H13N3 (ωB97M-V/def2-TZVPD)
C 0.97 -0.11 0.17
C 3.31 0.45 -0.25
C -3.25 -0.11 -0.11
C -0.95 0.41 0.51
N 1.20 -1.40 0.34
N 1.90 0.85 0.00
N -1.81 -0.08 -0.52
H 3.38 -0.09 -1.22
H 3.78 -0.11 0.51
H 3.97 1.31 -0.16
H -3.59 -0.91 0.46
H -3.59 0.88 0.35
H -4.00 -0.14 -0.77
H -1.11 -0.01 1.54
H -0.82 1.53 0.61
H 0.38 -2.02 0.24
H 2.12 -1.77 0.17
H 1.57 1.83 0.14
H -1.62 -1.10 -0.74
H -1.83 0.60 -1.30
```

Computed properties:
- net charge = +2
- HOMO-LUMO gap (eV) = 11.25

natural (NBO) atomic charge list, values in e, 8 entries: number 1, C, carries 0.576; number 2, C, carries -0.469; number 3, C, carries -0.482; number 4, C, carries -0.214; number 5, N, carries -0.740; number 6, N, carries -0.535; number 7, N, carries -0.542; number 8, H, carries 0.243

Run two
Computed, not measured: a structure of composition C4H13N3, with ωB97M-V/def2-TZVPD.

The geometry in XYZ format:
```
20
C4H13N3 (ωB97M-V/def2-TZVPD)
C 0.30 -0.76 2.28
C 0.51 -1.16 0.76
C 0.79 0.03 -0.09
N -1.52 1.71 -2.76
C -1.53 0.56 -2.16
N -0.37 0.09 -1.65
N 1.54 -0.52 3.10
H -0.32 -1.56 2.67
H -0.31 0.15 2.31
H -0.50 -1.52 0.54
H 1.33 -1.87 0.82
H 0.25 0.91 0.25
H 1.63 0.04 -0.77
H -0.68 2.28 -2.75
H -2.32 1.89 -3.36
H -2.49 0.05 -2.10
H 0.23 -0.20 -2.41
H 1.70 -1.12 3.93
H 2.35 -0.35 2.49
H 1.45 0.32 3.70
```

Computed properties:
- net charge = +2
- HOMO-LUMO gap (eV) = 8.98

natural (NBO) atomic charge list, values in e, 8 entries: number 1, C, carries -0.232; number 2, C, carries -0.498; number 3, C, carries -0.027; number 4, N, carries -0.621; number 5, C, carries 0.444; number 6, N, carries -0.815; number 7, N, carries -0.696; number 8, H, carries 0.266

The least stable of them is run one.

Run one
Computed, not measured: the ion C4H13N3 with charge +2, with ωB97M-V/def2-TZVPD.

The geometry in XYZ format:
```
20
C4H13N3 (ωB97M-V/def2-TZVPD)
C 1.14 -0.15 -0.98
C -0.26 -0.69 -0.85
C -0.63 -0.37 0.62
C -1.28 0.72 0.90
N -1.49 1.17 2.36
N -0.22 -1.27 1.55
N 1.51 -0.08 -2.41
H 1.02 0.89 -0.77
H 1.90 -0.72 -0.45
H -0.46 -1.71 -1.15
H -0.87 -0.16 -1.51
H -1.74 1.42 0.18
H -1.47 0.38 3.11
H -0.71 1.82 2.46
H -2.36 1.75 2.47
H 0.74 -1.02 1.74
H -0.11 -2.28 1.31
H 2.56 -0.19 -2.57
H 1.58 0.91 -2.61
H 1.16 -0.41 -3.40
```

Computed properties:
- net charge = +2
- SMILES = N/C(=C\[NH3+])CC[NH3+]
- HOMO-LUMO gap (eV) = 10.88

natural (NBO) atomic charge list, values in e, 8 entries: number 1, C, carries -0.205; number 2, C, carries -0.456; number 3, C, carries 0.200; number 4, C, carries -0.095; number 5, N, carries -0.721; number 6, N, carries -0.849; number 7, N, carries -0.726; number 8, H, carries 0.230

Run two
Computed, not measured: the ion C4H13N3 with charge +2, with ωB97M-V/def2-TZVPD.

The geometry in XYZ format:
```
20
C4H13N3 (ωB97M-V/def2-TZVPD)
C 1.52 0.55 0.64
C 0.17 -0.03 0.85
C -0.45 -0.25 -0.47
C -1.51 0.48 -0.99
N -2.60 -0.41 -1.72
N 0.26 -1.23 -1.22
N 2.13 0.92 2.03
H 1.68 1.41 0.10
H 2.11 -0.28 0.24
H 0.21 -1.04 1.36
H -0.30 0.52 1.65
H -2.04 1.47 -0.86
H -2.32 -1.02 -2.51
H -3.34 0.22 -2.06
H -2.97 -1.13 -1.03
H 0.55 -0.96 -2.16
H 0.01 -2.22 -1.19
H 2.54 1.92 2.30
H 1.43 0.66 2.77
H 2.92 0.43 2.29
```

Computed properties:
- net charge = +2
- SMILES = N/C(=C\[NH3+])CC[NH3+]
- HOMO-LUMO gap (eV) = 9.80

natural (NBO) atomic charge list, values in e, 8 entries: number 1, C, carries -0.188; number 2, C, carries -0.491; number 3, C, carries 0.208; number 4, C, carries -0.080; number 5, N, carries -0.725; number 6, N, carries -0.869; number 7, N, carries -0.705; number 8, H, carries 0.237

Run three
Computed, not measured: the ion C4H13N3 with charge +2, with ωB97M-V/def2-TZVPD.

The geometry in XYZ format:
```
20
C4H13N3 (ωB97M-V/def2-TZVPD)
C 1.05 1.50 -0.01
C -0.32 0.95 -0.38
C -0.45 -0.51 0.01
C -0.59 -1.56 -0.78
N -0.60 -2.89 -0.22
N -0.51 -0.79 1.42
N 1.21 2.99 -0.16
H 1.77 1.05 -0.71
H 1.40 1.25 0.99
H -1.10 1.48 0.18
H -0.55 1.11 -1.44
H -0.74 -1.41 -1.84
H -0.53 -2.86 0.81
H 0.17 -3.51 -0.53
H -1.44 -3.42 -0.49
H 0.15 -0.38 2.05
H -1.45 -0.66 1.77
H 0.87 3.30 -1.07
H 0.81 3.58 0.57
H 2.21 3.18 -0.20
```

Computed properties:
- net charge = +2
- SMILES = N/C(=C\[NH3+])CC[NH3+]
- HOMO-LUMO gap (eV) = 11.23

natural (NBO) atomic charge list, values in e, 8 entries: number 1, C, carries -0.218; number 2, C, carries -0.476; number 3, C, carries 0.216; number 4, C, carries -0.081; number 5, N, carries -0.694; number 6, N, carries -0.897; number 7, N, carries -0.664; number 8, H, carries 0.241

The least stable of them is run two.

Run one
Computed, not measured: the ion C3H10N3 with charge +1, with ωB97M-V/def2-TZVPD.

The geometry in XYZ format:
```
16
C3H10N3 (ωB97M-V/def2-TZVPD)
C 0.72 -0.74 -0.92
C 0.29 0.36 -0.01
C -2.17 0.57 -0.26
N 1.24 -0.80 0.42
N 2.56 -0.62 0.63
N -1.03 0.24 0.63
H 0.02 -1.52 -1.19
H 1.41 -0.48 -1.73
H 0.66 1.37 -0.14
H -2.10 1.61 -0.59
H -2.15 -0.07 -1.14
H -3.11 0.43 0.26
H 2.78 -0.50 1.61
H 3.05 0.06 0.03
H -1.10 -0.74 0.94
H -1.06 0.83 1.47
```

Computed properties:
- net charge = +1
- SMILES = C[NH2+][C@@H]1CN1N
- HOMO-LUMO gap (eV) = 9.73

natural (NBO) atomic charge list, values in e, 8 entries: number 1, C, carries -0.255; number 2, C, carries -0.029; number 3, C, carries -0.427; number 4, N, carries -0.208; number 5, N, carries -0.633; number 6, N, carries -0.495; number 7, H, carries 0.220; number 8, H, carries 0.233

Run two
Computed, not measured: a cluster of 2 separate species, C3H10N3 in total, with ωB97M-V/def2-TZVPD.

The geometry in XYZ format:
```
16
C3H10N3 (ωB97M-V/def2-TZVPD)
C 0.33 0.69 -1.68
C -0.57 -1.51 -1.80
N -0.13 -0.56 -1.09
H 1.29 0.98 -1.25
H -0.35 1.51 -1.49
H 0.40 0.58 -2.76
H -0.71 -1.36 -2.87
H -0.85 -2.46 -1.37
H -0.11 -0.72 0.07
N 0.29 1.40 1.72
C 0.14 0.18 2.26
N -0.04 -0.90 1.58
H 0.38 2.21 2.31
H -0.21 1.56 0.87
H 0.25 0.11 3.34
H -0.11 -1.72 2.17
```

Computed properties:
- net charge = +1
- HOMO-LUMO gap (eV) = 10.21

natural (NBO) atomic charge list, values in e, 8 entries: number 1, C, carries -0.447; number 2, C, carries 0.096; number 3, N, carries -0.420; number 4, H, carries 0.246; number 5, H, carries 0.227; number 6, H, carries 0.231; number 7, H, carries 0.204; number 8, H, carries 0.222

Run three
Computed, not measured: a structure of composition C3H10N3, with ωB97M-V/def2-TZVPD.

The geometry in XYZ format:
```
16
C3H10N3 (ωB97M-V/def2-TZVPD)
C -1.85 0.49 0.17
C 1.74 -1.15 0.30
C 1.32 1.22 0.04
N -2.85 -0.22 -0.12
N -0.26 -0.21 -0.66
N 0.97 -0.08 -0.27
H -2.01 1.56 0.07
H 1.12 -1.59 1.02
H 1.95 -1.97 -0.41
H 2.66 -0.69 0.60
H 1.20 1.91 -0.81
H 0.69 1.55 0.82
H 2.41 1.19 0.25
H -3.59 0.28 -0.44
H -0.68 -1.09 -0.44
H -2.83 -1.21 -0.12
```

Computed properties:
- net charge = +1
- HOMO-LUMO gap (spin up / spin down) (eV) = 8.11 / 8.11

natural (NBO) atomic charge list, values in e, 8 entries: number 1, C, carries 0.154; number 2, C, carries -0.430; number 3, C, carries -0.427; number 4, N, carries -0.669; number 5, N, carries -0.272; number 6, N, carries -0.102; number 7, H, carries 0.193; number 8, H, carries 0.215

Run four
Computed, not measured: a cluster of 2 separate species, C3H10N3 in total, with ωB97M-V/def2-TZVPD.

The geometry in XYZ format:
```
16
C3H10N3 (ωB97M-V/def2-TZVPD)
C -1.98 0.30 0.35
C 1.37 0.73 0.56
C 0.97 -1.59 0.20
N -0.84 0.09 0.06
N -3.19 0.67 0.08
N 0.35 -0.30 0.39
H 1.60 0.82 -2.33
H 0.76 1.47 1.05
H 2.01 0.46 1.43
H 2.01 1.07 -0.25
H 0.18 -2.30 0.43
H 1.20 -1.61 -0.79
H 1.78 -1.72 0.77
H -3.39 0.75 -0.90
H -3.89 0.45 0.78
H 1.06 0.69 -1.84
```

Computed properties:
- net charge = +1
- HOMO-LUMO gap (eV) = 9.43

natural (NBO) atomic charge list, values in e, 8 entries: number 1, C, carries 0.594; number 2, C, carries -0.448; number 3, C, carries -0.393; number 4, N, carries -0.108; number 5, N, carries -0.762; number 6, N, carries -0.136; number 7, H, carries 0.055; number 8, H, carries 0.222

The least stable of them is run three.

Run one
Computed, not measured: a structure of composition C3H10N3, with ωB97M-V/def2-TZVPD.

The geometry in XYZ format:
```
16
C3H10N3 (ωB97M-V/def2-TZVPD)
C 0.20 0.75 -0.52
C 0.16 -0.75 -0.55
C -2.13 0.00 0.22
N -0.69 0.05 0.31
N 1.28 1.19 0.29
N 1.31 -1.22 0.23
H -0.23 1.47 -1.39
H -0.22 -1.46 -1.46
H -2.32 -1.04 0.37
H -2.45 0.68 1.15
H -2.48 0.52 -0.67
H 2.01 1.67 -0.25
H 1.56 -0.10 0.49
H 1.98 -1.96 -0.32
H 1.08 -1.61 1.11
H 0.96 1.81 0.99
```

Computed properties:
- net charge = +1
- HOMO-LUMO gap (eV) = 11.06

natural (NBO) atomic charge list, values in e, 8 entries: number 1, C, carries 0.057; number 2, C, carries 0.042; number 3, C, carries -0.412; number 4, N, carries -0.421; number 5, N, carries -0.783; number 6, N, carries -0.777; number 7, H, carries 0.237; number 8, H, carries 0.257

Run two
Computed, not measured: the ion C3H10N3 with charge +1, with ωB97M-V/def2-TZVPD.

The geometry in XYZ format:
```
16
C3H10N3 (ωB97M-V/def2-TZVPD)
C 0.41 -1.42 1.24
C -0.90 -0.93 0.68
N -0.81 -0.16 -0.59
C 0.04 0.84 -0.77
N 0.47 1.14 -1.99
N 0.40 1.61 0.27
H 1.17 -0.64 1.32
H 0.87 -2.23 0.68
H 0.22 -1.81 2.24
H -1.61 -1.74 0.54
H -1.46 -0.32 1.39
H -1.04 -0.70 -1.41
H 0.42 0.49 -2.76
H 1.05 1.95 -2.12
H 0.81 2.51 0.11
H -0.04 1.42 1.16
```

Computed properties:
- net charge = +1
- SMILES = CCNC(N)=[NH2+]
- HOMO-LUMO gap (eV) = 11.89

natural (NBO) atomic charge list, values in e, 8 entries: number 1, C, carries -0.641; number 2, C, carries -0.242; number 3, N, carries -0.551; number 4, C, carries 0.680; number 5, N, carries -0.755; number 6, N, carries -0.761; number 7, H, carries 0.214; number 8, H, carries 0.231

The least stable of them is run one.